1.
{"formula": "C7H12Br2N", "method": "ωB97M-V with the def2-TZVPD basis set", "charge": 1, "homo_energy_ev": -13.00, "relative_energy_kj_mol": 180.4, "e_lumo_ev": -5.57, "gap_ev": 7.4, "spin_multiplicity": 1, "species": ["Br", "Br", "N", "C", "C", "C", "C", "C", "C", "C", "H", "H", "H", "H", "H", "H", "H", "H", "H", "H", "H", "H"], "coordinates": [[2.50504, 2.08291, -1.61164], [1.24710, 2.40817, 1.72986], [-0.97253, -1.63738, -0.59477], [2.52103, -0.37090, 0.00624], [-2.17266, 0.50702, 0.00777], [1.41364, 0.59056, -0.74929], [-0.66279, -1.25304, 0.83554], [0.36373, 1.34472, 0.25874], [-1.76001, -0.62583, -1.10798], [-0.79166, 0.38239, 0.91082], [-0.97227, 0.82442, 1.99055], [-0.21208, 2.15077, -0.40694], [0.86934, 0.06126, -1.66092], [-0.63502, -2.45939, -1.14347], [3.41554, -0.51577, -0.75233], [2.07651, -1.45054, 0.21714], [-2.47383, 1.58233, -0.33803], [-2.18097, -0.52438, -2.19647], [0.19116, -1.79642, 1.42604], [-1.62129, -1.59402, 1.44546], [2.92202, 0.09902, 1.01772], [-3.07001, 0.19408, 0.71596]], "atomic_forces_ev_per_a": [[-0.886, -1.028, 0.422], [-0.549, -0.973, -1.159], [-2.304, 4.542, -1.144], [-0.027, -0.418, -0.602], [1.094, -0.875, 0.620], [0.653, 0.048, 0.823], [-1.181, -0.124, 3.152], [-0.936, -0.202, -1.656], [-0.238, -0.885, 1.182], [-0.591, 0.627, -0.233], [0.268, -1.487, -2.122], [1.410, -1.670, 1.622], [1.154, 1.159, 2.112], [-0.345, 0.992, 0.693], [-1.851, 0.303, 1.724], [0.878, 2.278, -0.367], [0.951, -2.229, 0.042], [1.168, -0.833, 2.079], [-1.246, 1.167, -1.981], [1.849, 0.526, -1.176], [-0.992, -0.881, -2.307], [1.723, -0.038, -1.724]]}


2.
{"formula": "C21H19BCl13O5P", "method": "ωB97M-V with the def2-TZVPD basis set", "homo_energy_ev": -9.89, "e_lumo_ev": -1.08, "gap_ev": 8.8, "spin_multiplicity": 1, "species": ["Cl", "Cl", "Cl", "Cl", "Cl", "Cl", "Cl", "Cl", "Cl", "Cl", "Cl", "Cl", "Cl", "P", "O", "O", "O", "O", "O", "C", "C", "C", "C", "C", "C", "C", "C", "C", "C", "C", "C", "C", "C", "C", "C", "C", "C", "C", "C", "C", "B", "H", "H", "H", "H", "H", "H", "H", "H", "H", "H", "H", "H", "H", "H", "H", "H", "H", "H", "H"], "coordinates": [[3.60115, 1.77232, -4.60663], [7.98318, 5.48175, -8.83301], [5.08794, 5.56076, -9.04942], [-4.17208, -2.41144, -2.75098], [6.40862, 6.79231, -6.77492], [-6.35873, -3.25685, -1.03384], [-2.38533, 3.91072, 2.79558], [4.36152, 2.39584, -7.35042], [-6.34043, -0.57441, -2.15174], [-3.36349, 4.36427, 0.10080], [0.10717, -4.36177, 7.17303], [6.24380, 2.83696, -5.18063], [-3.32682, 6.54204, 2.02137], [1.89377, -2.90884, 2.83253], [-4.23730, 0.03871, 0.71861], [2.49165, -2.49516, 4.12705], [1.68810, -2.81297, -0.09268], [-3.62300, 1.32020, 2.57760], [-2.23791, -0.10388, -1.16213], [-3.53846, 4.80854, 1.79993], [6.45892, 5.46994, -7.94258], [-1.63283, -3.22439, 5.30308], [0.09851, 0.05277, -1.31247], [-1.15935, -4.54399, 5.92407], [-1.95597, -0.51683, 1.87208], [-0.59821, -1.76247, 3.47346], [-1.03932, -0.76792, 0.84300], [0.10332, -1.51312, 1.17099], [-1.72526, -1.02391, 3.13810], [-1.18728, -0.25452, -0.57257], [-5.34504, -1.89932, -1.53769], [2.44533, -0.51989, -1.60556], [1.42026, 1.19787, -2.91611], [1.06571, -1.77450, 0.03949], [2.56336, 0.46119, -2.59019], [1.21776, -0.68814, -1.00193], [-0.45706, -2.27252, 4.88935], [0.33288, -1.98426, 2.46073], [0.20209, 1.02105, -2.29006], [4.92700, 1.82062, -5.77761], [-3.30495, 0.30244, 1.69005], [-2.81213, 1.84287, 2.74235], [5.30446, 0.81327, -5.90143], [-4.80177, -1.53801, -0.67262], [2.84167, -2.61126, 1.83148], [-0.35492, -1.46453, 5.62262], [1.59441, -4.29120, 2.77520], [3.27185, -1.15122, -1.29250], [-2.02270, -4.99706, 6.42653], [6.39130, 4.53602, -7.39863], [-4.59894, 0.85526, 0.35478], [-2.36950, -2.70716, 5.92603], [0.45850, -2.86562, 4.97242], [3.56154, 0.56431, -3.05588], [-2.14395, -3.49760, 4.36604], [-4.53796, 4.54136, 2.11989], [-0.88420, -5.25933, 5.14181], [-0.65844, 1.61120, -2.59286], [1.50962, 1.94525, -3.69526], [-2.46203, -0.80572, 3.91229]], "atomic_forces_ev_per_a": [[1.351, 1.188, -2.322], [-0.023, -0.037, 0.028], [0.009, -0.005, 0.007], [-0.027, -0.023, -0.010], [-0.009, -0.062, 0.012], [0.005, 0.022, 0.005], [0.449, 0.741, 0.195], [0.062, -0.048, 0.046], [0.027, 0.025, 0.046], [-0.032, -0.054, 0.048], [-0.099, -0.080, -0.287], [0.001, -0.055, 0.005], [-0.007, -0.080, 0.022], [0.782, 0.853, 0.771], [0.523, -0.272, 0.045], [-0.224, -0.169, 0.227], [-0.384, 0.331, 0.527], [0.958, -0.136, -0.703], [0.333, 0.048, 0.688], [-0.076, 0.018, -0.154], [0.014, 0.074, -0.049], [0.453, 0.349, -0.746], [-0.350, -0.015, 0.691], [-1.235, 0.015, 0.068], [-0.929, 0.175, -0.765], [-0.008, 0.251, 0.398], [0.262, -0.141, 0.282], [0.041, 0.380, -0.941], [-0.110, 0.245, 0.319], [0.072, 0.209, -0.881], [0.092, -0.072, 0.001], [-0.055, 0.340, -0.383], [0.728, 0.367, -0.428], [0.238, -0.099, -0.653], [0.222, -1.351, 1.356], [-0.119, -1.118, 1.398], [-0.006, -1.020, 0.206], [0.734, -1.036, -0.323], [-0.304, 0.054, -0.336], [-0.164, 0.289, -0.105], [-0.718, 0.424, 0.007], [-0.719, -0.472, 0.440], [-0.015, 0.027, 0.016], [-0.016, 0.056, -0.062], [-0.567, -0.356, -0.151], [0.005, -0.014, -0.320], [-0.111, 0.214, -0.403], [-0.068, 0.121, -0.164], [0.284, 0.040, 0.002], [-0.011, 0.026, -0.018], [-0.380, -0.098, 0.258], [0.225, -0.160, 0.064], [-0.063, 0.381, 0.057], [-1.424, -0.292, 1.087], [-0.118, -0.053, 0.358], [0.045, -0.039, 0.008], [0.578, 0.260, 0.291], [0.093, -0.120, 0.120], [-0.388, 0.036, 0.183], [0.168, -0.084, -0.079]]}


3.
{"formula": "C4H7O4", "method": "ωB97M-V with the def2-TZVPD basis set", "charge": -1, "homo_energy_ev": -4.33, "relative_energy_kj_mol": 145.8, "e_lumo_ev": 3.84, "gap_ev": 8.2, "spin_multiplicity": 1, "species": ["O", "O", "O", "O", "C", "C", "C", "C", "H", "H", "H", "H", "H", "H", "H"], "coordinates": [[-0.93392, 1.67943, -0.07007], [1.62145, -2.72794, 0.07483], [-2.37756, 0.82893, 1.36999], [1.90114, 2.70765, -0.99098], [-1.46379, 0.76852, 0.54817], [0.22097, -0.87371, -0.39442], [-1.22642, -0.74136, 0.07336], [0.81583, -1.93329, 0.53035], [-1.90348, -0.92014, -0.71332], [1.35451, 2.07416, -0.53657], [0.86287, 0.15755, -0.15634], [0.48584, -1.19637, -1.42154], [1.52968, 3.62642, -0.81758], [-1.50744, -1.37627, 0.87617], [0.62033, -2.07360, 1.62795]], "atomic_forces_ev_per_a": [[1.845, 1.174, -0.785], [-0.170, -0.186, 0.350], [-0.767, 0.286, 1.479], [0.460, 2.325, -0.246], [-2.040, -1.969, -0.532], [1.779, 0.721, 2.180], [1.608, 2.579, -0.432], [1.732, -0.544, -1.245], [-0.915, -0.066, -1.079], [-1.069, -0.022, 0.340], [-1.860, -2.520, -0.688], [-0.465, 0.293, 0.595], [0.389, -2.227, -0.151], [0.054, -0.660, 0.787], [-0.581, 0.817, -0.574]]}


4.
{"formula": "C4H19N2O7", "method": "ωB97M-V with the def2-TZVPD basis set", "charge": 1, "homo_energy_ev": -13.13, "relative_energy_kj_mol": 42.9, "e_lumo_ev": -2.71, "gap_ev": 10.4, "spin_multiplicity": 1, "species": ["O", "O", "O", "O", "O", "O", "O", "N", "N", "C", "C", "C", "C", "H", "H", "H", "H", "H", "H", "H", "H", "H", "H", "H", "H", "H", "H", "H", "H", "H", "H", "H"], "coordinates": [[3.44543, 1.84006, -1.35731], [-0.65672, 3.29048, -2.37094], [-1.83723, 1.83071, 0.65746], [1.69072, 0.81338, 1.69643], [-3.36968, -1.12268, -0.81565], [-1.67624, -2.37936, 1.02969], [-1.48508, 0.18045, -2.28412], [1.34027, -1.39082, 1.98335], [0.72689, 0.66620, -0.86797], [1.56375, -0.42756, -0.29294], [-0.89316, -2.53646, 1.92425], [1.52138, -0.27560, 1.20988], [0.61332, -2.58844, 1.60811], [1.04076, -3.49117, 2.05126], [1.15276, 1.28443, -1.55557], [1.21909, -1.36580, -0.69618], [-2.04345, 2.74573, 0.89101], [-2.47912, 1.34226, 1.19090], [-0.09827, 0.27086, -1.38639], [0.32456, 1.21670, -0.09541], [-1.15925, -2.67158, 2.98932], [-2.18225, -0.32562, -1.79605], [-0.24870, 4.13020, -2.61368], [-1.95345, 0.88915, -2.73476], [-4.08230, -1.52742, -1.32080], [4.20149, 2.15268, -0.84942], [-2.96974, -1.74501, -0.19796], [-0.68079, 2.77178, -3.19170], [1.28822, -1.14532, 2.96884], [0.63783, -2.68093, 0.53419], [2.57409, -0.31342, -0.67277], [3.75220, 1.54918, -2.22064]], "atomic_forces_ev_per_a": [[-0.479, -0.199, -0.013], [0.180, -0.459, -0.278], [-0.202, 0.033, 0.347], [0.017, 0.480, 0.070], [0.075, 0.584, -0.308], [-0.420, 0.055, 0.218], [-0.223, -0.476, -0.084], [-0.371, 0.010, 0.508], [-0.894, -0.540, 0.097], [0.115, 0.300, -0.899], [1.180, 0.006, 0.060], [0.035, -0.660, 0.318], [-0.396, -0.123, -0.301], [0.145, 0.175, 0.091], [0.604, 0.188, 0.492], [-0.304, -0.203, 0.067], [0.245, -0.013, -0.220], [0.141, -0.139, -0.210], [-0.167, 0.407, 0.106], [0.121, 0.347, -0.321], [-0.395, 0.118, -0.161], [0.070, 0.172, -0.080], [-0.068, -0.051, -0.029], [-0.008, 0.063, 0.158], [0.112, -0.276, 0.303], [0.039, -0.029, -0.198], [-0.256, -0.330, -0.039], [0.033, 0.455, 0.251], [0.245, -0.009, -0.159], [0.194, -0.301, -0.231], [0.209, 0.217, 0.390], [0.425, 0.200, 0.054]]}